# 1
63
Properties=species:S:1:pos:R:3:forces:R:3:nbo_charge:R:1 method="wB97M-V/def2-TZVPD" homo_ha=-0.4001 total_charge=+1 homo_lumo_gap_ev=7.095 molar_mass_g_mol=519.33 total_energy_ha=-3887.3808
C 2.412 1.461 -0.225 -0.1 -0.9 0.3 -0.25
C 1.151 2.106 -0.025 -1.1 -1.1 1.8 -0.29
C 0.413 1.282 0.952 1.3 1.3 0.0 -0.33
H 0.848 3.074 -0.422 0.1 -0.5 0.1 0.28
C 1.231 0.149 1.285 -0.2 0.7 -1.3 -0.24
C 2.484 0.312 0.613 -0.5 0.4 -0.3 -0.19
H 3.334 -0.352 0.784 -0.3 0.2 -0.5 0.25
H 3.185 1.779 -0.917 -0.2 0.0 0.2 0.26
H -0.521 1.514 1.466 0.8 -0.3 -0.8 0.25
H 0.942 -0.730 1.867 0.2 0.6 0.0 0.25
Nb 0.214 0.120 -1.099 -1.5 4.5 5.9 1.12
Br -0.524 1.929 -2.808 0.4 0.0 0.0 -0.25
C -0.069 -1.853 -1.974 1.2 -1.3 -2.1 -0.29
C 1.099 -1.922 -1.124 0.1 -1.2 -1.6 -0.34
C 2.150 -1.193 -1.774 -0.3 -0.5 -1.5 -0.18
H 1.217 -2.583 -0.265 -0.1 0.4 -0.2 0.28
C 1.606 -0.509 -2.896 0.4 -1.3 0.0 -0.26
C 0.226 -0.929 -3.048 0.2 -2.2 -0.1 -0.29
H -0.455 -0.619 -3.836 0.3 -0.2 0.3 0.30
H -0.945 -2.484 -1.899 0.1 0.5 0.3 0.28
H 3.217 -1.252 -1.544 -0.6 0.5 0.3 0.27
H 2.159 0.173 -3.558 -0.5 -0.3 0.5 0.29
C -3.669 -1.467 -1.735 0.0 -0.1 0.0 -0.61
C -4.149 -0.170 -1.073 0.1 0.7 0.7 -0.33
C -4.076 0.907 -2.161 -0.1 0.2 -0.5 -0.63
C -5.587 -0.305 -0.547 -0.2 -0.1 -0.3 -0.63
P -2.921 0.314 0.307 0.2 -0.5 0.3 1.89
N -1.493 -0.194 -0.257 1.4 1.0 -1.6 -1.22
C -3.070 2.205 0.840 -0.1 -1.0 -0.7 -0.30
C -4.557 2.555 0.837 -0.6 0.3 0.3 -0.63
C -2.463 2.565 2.205 0.0 0.1 0.2 -0.62
C -2.398 3.070 -0.213 0.3 0.4 -0.3 -0.63
C -3.226 -0.733 1.839 0.1 0.4 -0.1 -0.37
C -3.330 -2.203 1.414 -0.2 -0.2 0.1 -0.61
C -1.979 -0.699 2.734 0.3 0.0 0.3 -0.61
C -4.430 -0.205 2.628 -0.3 -0.3 0.3 -0.63
H -4.206 -1.574 -2.680 -0.1 0.0 0.0 0.23
H -3.876 -2.360 -1.152 0.1 0.0 0.1 0.22
H -2.604 -1.422 -1.969 -0.3 0.1 0.1 0.22
H -4.641 0.518 -3.018 0.2 0.1 0.0 0.23
H -4.552 1.861 -1.907 0.2 -0.3 0.1 0.21
H -3.037 1.092 -2.488 -0.5 -0.1 0.1 0.24
H -5.685 -1.007 0.291 0.0 0.2 -0.4 0.22
H -6.031 0.664 -0.278 0.2 -0.4 0.0 0.22
H -6.195 -0.699 -1.372 0.0 0.0 0.1 0.23
H -5.174 1.893 1.448 0.1 0.1 -0.2 0.22
H -4.660 3.546 1.292 0.0 0.0 -0.1 0.23
H -4.995 2.626 -0.166 0.2 -0.1 0.3 0.22
H -1.373 2.566 2.222 -0.4 0.2 0.1 0.21
H -2.766 3.595 2.410 0.0 0.0 0.0 0.23
H -2.812 1.974 3.047 0.0 0.0 -0.1 0.22
H -1.356 2.796 -0.405 -0.3 0.1 0.2 0.22
H -2.916 3.066 -1.175 0.1 -0.1 0.2 0.23
H -2.418 4.107 0.144 0.0 -0.1 0.0 0.23
H -2.447 -2.462 0.814 -0.3 -0.1 0.1 0.22
H -3.312 -2.823 2.323 0.0 0.1 -0.2 0.23
H -4.240 -2.459 0.870 0.1 0.1 0.0 0.22
H -1.876 0.194 3.353 -0.1 0.0 -0.2 0.22
H -2.039 -1.559 3.413 0.0 0.2 0.0 0.23
H -1.067 -0.821 2.146 -0.2 0.0 0.0 0.21
H -4.222 0.783 3.057 -0.2 -0.4 -0.1 0.22
H -5.344 -0.134 2.034 0.2 0.0 0.1 0.22
H -4.662 -0.877 3.468 0.2 0.1 -0.2 0.23

# 2
76
Properties=species:S:1:pos:R:3:forces:R:3:mulliken_charge:R:1 method="wB97M-V/def2-TZVPD" homo_ha=-0.4606 total_charge=+1 homo_lumo_gap_ev=9.626 molar_mass_g_mol=920.35 total_energy_ha=-5336.6469
Pb -0.886 3.096 -0.863 -0.3 -1.5 -0.6 1.19
C -0.214 -1.068 0.181 -0.4 0.6 -0.2 0.10
C -0.605 0.327 -0.425 1.1 0.1 0.1 1.04
O -1.755 0.852 -0.290 0.9 -0.3 -0.1 -0.69
O 0.352 1.023 -0.963 -1.2 -0.3 0.7 -0.79
H -0.633 -1.937 -0.378 0.4 0.9 -0.1 -0.35
H -0.702 -1.160 1.177 0.6 0.3 -0.5 0.26
H 0.907 -1.110 0.239 -1.3 -0.1 0.0 -0.07
O 4.423 2.449 1.879 0.1 -0.2 0.1 -0.57
C 4.570 1.471 1.206 -0.2 -0.6 -1.2 0.18
O 5.379 1.466 0.093 0.2 1.4 1.0 -0.36
C 5.351 0.255 -0.622 0.2 -1.0 -1.4 -0.47
C 4.770 -0.746 0.397 0.9 1.0 0.7 -0.54
C 3.803 0.140 1.177 1.5 0.4 1.2 0.28
H 6.391 0.029 -1.024 -1.2 0.2 0.8 0.30
H 4.695 0.404 -1.542 0.6 -0.3 1.2 0.22
H 5.547 -1.121 1.127 -0.6 0.5 -0.9 0.29
H 4.272 -1.574 0.001 -0.6 -1.4 -1.0 0.42
H 3.663 -0.312 2.172 -0.5 0.7 -0.3 0.40
H 2.904 0.467 0.670 -0.6 -0.6 -0.2 -0.20
O -1.037 -2.981 -3.389 -0.6 -0.4 0.1 -0.57
C -1.495 -3.739 -2.584 -0.4 0.2 1.6 0.53
O -2.577 -3.403 -1.751 0.7 0.0 -0.9 -0.33
C -2.609 -4.342 -0.678 -1.7 -1.0 0.2 -0.24
C -2.087 -5.675 -1.211 -0.4 0.1 -1.7 -0.58
C -0.978 -5.101 -2.105 0.1 0.6 -0.5 -0.40
H -3.625 -4.421 -0.220 0.6 0.3 -0.7 0.33
H -1.951 -4.014 0.092 0.6 0.4 0.8 0.17
H -2.811 -6.268 -1.819 0.2 0.6 0.6 0.26
H -1.724 -6.280 -0.401 0.2 -0.4 0.2 0.35
H -0.560 -5.562 -3.011 -0.2 -0.6 0.7 0.37
H -0.193 -4.876 -1.390 0.7 0.2 -0.3 0.17
O -0.953 2.726 -3.363 -0.6 -0.8 -0.7 -0.63
C -1.686 1.952 -4.001 0.1 0.2 0.5 0.54
O -2.726 1.395 -3.406 0.5 0.1 0.4 -0.23
C -3.561 0.634 -4.299 -0.1 0.0 -0.7 -0.37
C -2.753 0.420 -5.584 2.2 -0.8 0.8 -0.56
C -1.589 1.520 -5.456 -0.8 0.1 -0.2 -0.45
H -4.363 1.316 -4.560 -0.6 -0.3 0.4 0.29
H -3.891 -0.292 -3.784 0.2 0.8 -0.3 0.31
H -3.338 0.472 -6.473 -0.5 0.5 -0.5 0.38
H -2.319 -0.626 -5.623 -0.2 1.3 0.3 0.21
H -1.658 2.447 -6.103 -0.2 -1.1 0.6 0.32
H -0.603 1.096 -5.625 0.1 0.0 0.0 0.31
Cl 2.523 -3.077 2.054 0.0 0.4 -0.3 -0.04
C 1.888 -4.433 2.946 -0.1 -1.9 1.0 -0.61
C 0.928 -4.083 4.071 0.7 2.1 -0.4 -0.44
Cl -0.696 -3.503 3.617 0.0 -0.2 -0.3 -0.17
H 2.705 -4.945 3.472 0.2 0.5 -0.1 0.32
H 1.555 -5.251 2.286 -0.4 0.8 -0.1 0.33
H 1.370 -3.255 4.656 -0.1 -0.3 -0.4 0.19
H 0.825 -4.862 4.766 -0.3 -1.4 0.6 0.39
Cl -6.155 3.740 1.593 -0.6 1.0 -0.2 -0.18
C -5.777 2.178 0.898 0.5 -0.8 0.0 -0.50
C -4.303 2.175 0.468 -1.4 -1.1 0.1 -0.22
Cl -4.043 3.257 -0.894 0.2 0.5 -0.5 -0.18
H -6.427 1.848 0.054 0.3 0.6 0.8 0.34
H -5.938 1.551 1.787 0.3 -0.5 -0.8 0.34
H -3.981 1.194 0.165 -0.1 -0.4 -0.3 0.15
H -3.682 2.447 1.278 0.7 0.6 0.8 0.35
Cl -0.356 1.902 2.227 0.1 0.1 0.2 0.07
C 0.062 2.275 3.945 -1.0 -1.7 0.1 -0.87
C 1.246 1.462 4.405 0.6 0.3 -0.5 -0.05
Cl 0.903 -0.258 4.573 -0.3 -0.5 -0.2 -0.12
H -0.872 2.061 4.470 0.3 -0.4 0.2 0.35
H 0.179 3.301 4.080 0.7 1.8 -0.2 0.39
H 1.587 1.769 5.384 0.0 0.4 0.1 0.40
H 2.085 1.557 3.693 -0.4 0.1 0.3 -0.15
Cl 3.106 6.850 2.057 0.0 0.1 0.1 -0.18
C 3.416 5.261 1.329 1.6 -0.4 1.0 -0.40
C 2.552 5.011 0.159 0.4 -0.5 -1.1 -0.24
Cl 0.879 4.881 0.790 -0.2 -0.1 -0.2 -0.22
H 3.334 4.484 2.124 -0.2 0.6 -0.7 0.18
H 4.475 5.212 1.018 -0.4 0.2 0.1 0.36
H 2.916 4.075 -0.351 -0.8 0.7 0.6 0.20
H 2.553 5.825 -0.587 0.0 -0.3 0.5 0.36

# 3
70
Properties=species:S:1:pos:R:3:forces:R:3:nbo_charge:R:1 method="wB97M-V/def2-TZVPD" homo_ha=-0.1627 total_charge=-1 homo_lumo_gap_ev=6.730 molar_mass_g_mol=499.31 total_energy_ha=-2136.7053
O 0.396 -0.214 -1.440 1.3 -0.8 2.6 -1.04
C -0.408 -0.020 -2.472 -1.4 0.3 -1.2 0.11
C -0.158 1.341 -3.137 -0.2 -0.3 0.0 -0.03
C 0.481 2.373 -2.454 0.0 0.0 0.0 -0.16
H 0.776 2.226 -1.417 -0.1 -0.1 -0.1 0.25
C 0.697 3.601 -3.078 -0.3 -0.3 -0.2 -0.24
H 1.201 4.389 -2.517 -0.2 0.0 -0.2 0.20
C 0.237 3.800 -4.383 0.1 0.0 -0.1 -0.25
H 0.379 4.762 -4.870 0.0 -0.1 0.0 0.19
C -0.413 2.767 -5.071 0.1 -0.1 0.2 -0.24
H -0.781 2.909 -6.087 0.1 0.1 0.2 0.19
C -0.598 1.539 -4.442 0.1 0.3 0.1 -0.21
H -1.115 0.705 -4.914 0.0 0.2 -0.2 0.20
H -0.235 -0.801 -3.245 0.2 0.1 -0.5 0.10
C -2.276 -1.665 -1.869 -0.1 -0.3 0.3 -0.67
C -1.914 -0.243 -2.129 0.3 0.8 -0.3 -0.01
H -3.348 -1.871 -1.944 0.1 0.1 -0.1 0.20
H -1.984 -1.919 -0.850 -0.1 -0.1 0.0 0.25
H -1.729 -2.340 -2.537 -0.1 0.0 -0.1 0.18
C -2.738 0.785 -1.943 -0.1 0.4 0.0 -0.16
C -4.146 0.772 -1.435 -0.3 -0.1 -0.2 -0.64
H -2.374 1.803 -2.096 0.2 -0.2 -0.1 0.20
H -4.836 1.198 -2.173 0.0 0.0 -0.2 0.18
H -4.249 1.404 -0.545 0.2 -0.2 -0.1 0.24
H -4.487 -0.231 -1.182 0.0 0.1 0.1 0.20
Mg -0.007 -0.313 0.594 -0.5 0.9 -0.4 1.80
Cl -2.550 0.048 1.098 -1.1 -0.6 -1.6 -0.84
C -1.129 -0.097 3.270 0.3 1.8 -0.7 0.53
O -0.262 -0.752 2.656 -0.6 0.2 0.8 -0.78
N -1.343 -0.179 4.576 0.4 -0.8 1.1 -0.44
C -0.776 -1.315 5.277 -0.2 0.3 0.3 -0.42
C -2.033 0.851 5.348 -0.1 -0.4 -0.6 -0.40
H -1.831 0.629 2.747 1.5 -0.4 0.9 0.22
H -0.215 -1.914 4.562 0.0 0.1 0.1 0.25
H -1.589 -1.904 5.703 0.0 -0.2 0.2 0.18
H -0.127 -0.967 6.081 0.1 -0.1 0.1 0.18
H -2.216 1.708 4.689 0.0 -0.2 0.2 0.23
H -1.411 1.158 6.201 -0.1 0.0 -0.3 0.19
H -2.992 0.471 5.727 0.1 0.1 0.0 0.19
H 4.758 1.602 -1.530 -0.1 0.0 -0.1 0.17
H 4.644 1.956 1.145 0.0 -0.1 -0.1 0.18
C 3.671 1.504 -1.408 0.4 -0.3 0.0 -0.40
C 3.580 1.710 1.066 -0.4 0.2 -0.1 -0.42
N 3.357 0.903 -0.124 0.3 -0.2 0.1 -0.41
H 3.260 0.862 -2.194 0.0 0.3 0.1 0.23
C 2.820 -0.318 -0.060 -1.7 -0.1 1.2 0.59
O 2.109 -0.729 0.899 1.7 0.4 -1.3 -0.75
H 3.264 1.150 1.948 0.0 0.2 -0.2 0.24
H 3.012 -0.961 -0.933 -0.2 0.3 0.0 0.13
H 3.226 2.506 -1.476 -0.1 -0.4 0.0 0.22
H 3.028 2.655 0.983 0.0 -0.2 0.2 0.23
H -0.165 -5.676 1.048 0.0 0.1 0.0 0.19
H 2.027 -5.839 -0.573 -0.1 0.2 -0.1 0.19
C -0.552 -5.131 0.181 0.2 0.0 0.0 -0.42
C 1.508 -5.121 -1.223 -0.3 0.2 0.0 -0.40
N 0.501 -4.376 -0.479 0.1 -0.3 0.0 -0.42
H -1.334 -4.447 0.507 0.1 0.0 -0.1 0.26
C 0.584 -3.048 -0.341 -1.3 1.7 1.4 0.56
O -0.160 -2.382 0.428 1.4 -1.9 -1.5 -0.71
H 2.234 -4.409 -1.628 -0.1 -0.2 0.0 0.22
H 1.337 -2.554 -0.975 -0.2 0.0 0.2 0.16
H -0.946 -5.866 -0.525 -0.1 0.1 0.0 0.19
H 1.041 -5.677 -2.047 0.1 0.1 0.1 0.19
C 0.998 2.276 3.018 0.2 -0.4 0.5 -0.74
C 0.443 2.673 1.669 -0.6 0.1 -1.6 0.77
O 0.295 3.894 1.468 0.2 -0.8 0.1 -0.73
O 0.180 1.739 0.804 0.6 0.7 1.2 -0.90
H 0.275 2.576 3.791 0.2 -0.1 -0.1 0.21
H 1.927 2.839 3.194 -0.3 -0.2 0.0 0.21
H 1.183 1.193 3.067 0.0 0.4 0.1 0.22